Entry 1:
{
  "formula": "C36H43CrO3Sn",
  "method": "the ωB97M-V functional and the def2-TZVPD basis",
  "elements": ["C", "C", "C", "C", "Sn", "C", "C", "C", "C", "C", "C", "C", "C", "H", "H", "H", "H", "H", "H", "H", "H", "H", "H", "H", "H", "H", "H", "H", "H", "H", "H", "H", "H", "H", "H", "H", "H", "H", "H", "H", "H", "O", "C", "Cr", "C", "O", "C", "O", "C", "C", "C", "C", "C", "C", "C", "C", "C", "C", "C", "C", "C", "C", "C", "C", "C", "C", "C", "C", "C", "H", "H", "H", "H", "H", "H", "H", "H", "H", "H", "H", "H", "H", "H", "H"],
  "xyz": [[4.2018, -0.6796, 2.5301], [3.1403, 0.3018, 2.0059], [1.8650, 0.3117, 2.8831], [0.8362, 1.3906, 2.4655], [-0.9886, 0.5751, 1.4857], [-1.0055, -1.5204, 2.2989], [-2.4618, -1.9959, 2.3526], [-2.8253, -3.2866, 3.1439], [-4.2077, -3.8759, 2.8386], [-2.8368, 1.3198, 2.5383], [-2.8297, 1.4115, 4.0744], [-4.2387, 1.3143, 4.7460], [-4.3025, 1.0752, 6.2626], [-0.7915, 0.6602, -0.6877], [5.1600, -0.5838, 2.0105], [4.4228, -0.5421, 3.5933], [3.8941, -1.7296, 2.4247], [3.5872, 1.3064, 1.9790], [2.9205, 0.0019, 0.9629], [1.4343, -0.7102, 2.8436], [2.1540, 0.4865, 3.9469], [0.4825, 1.9181, 3.3369], [1.2580, 2.1348, 1.7853], [-0.3142, -2.1281, 1.6996], [-0.5698, -1.3688, 3.2854], [-2.9943, -1.1569, 2.8082], [-2.8638, -2.0753, 1.3325], [-2.0474, -4.0437, 2.9938], [-2.8287, -3.0219, 4.2060], [-4.3668, -4.8193, 3.3564], [-5.0075, -3.2166, 3.2046], [-4.3925, -4.0640, 1.7774], [-2.9864, 2.2856, 2.0756], [-3.6233, 0.6395, 2.1996], [-2.1641, 0.6471, 4.5009], [-2.3840, 2.3716, 4.3758], [-4.7809, 2.2379, 4.5520], [-4.7983, 0.5147, 4.2763], [-5.3170, 0.7748, 6.5657], [-3.6315, 0.2791, 6.5990], [-4.0808, 1.9531, 6.8670], [6.6133, 0.1080, -0.0715], [6.0086, 0.0602, -1.0636], [4.9506, -0.3291, -2.5914], [3.7016, -1.1609, -1.4656], [2.9737, -1.7562, -0.7635], [5.8696, -1.9795, -2.4611], [6.4123, -2.9565, -2.1620], [6.0586, 0.4773, -4.3203], [5.6080, 1.5530, -3.5436], [4.2721, 1.6112, -3.1337], [3.2878, 0.6957, -3.5980], [1.9321, 0.8669, -3.0095], [0.8435, 0.8104, -2.4455], [-0.5797, 0.7601, -1.9645], [-1.1565, -0.5933, -2.4930], [-0.2663, -1.6593, -2.6419], [-0.7132, -2.8583, -3.2429], [-2.0638, -3.0422, -3.5913], [-2.9612, -2.0178, -3.2755], [-2.5172, -0.8082, -2.7586], [-1.3423, 1.9573, -2.6085], [-0.8251, 2.9197, -3.4722], [-1.5109, 4.0800, -3.8051], [-2.7757, 4.3454, -3.2448], [-3.3140, 3.3874, -2.3226], [-2.6086, 2.2080, -2.0517], [3.7848, -0.4321, -4.3494], [5.1275, -0.4834, -4.7468], [7.1305, 0.4079, -4.5570], [6.3123, 2.3339, -3.2039], [3.9370, 2.3917, -2.4323], [0.7863, -1.5797, -2.4044], [0.0248, -3.6587, -3.4751], [-2.3959, -3.9295, -4.1338], [-4.0165, -2.1622, -3.4715], [-3.2720, -0.0223, -2.5871], [0.1800, 2.7700, -3.8972], [-1.1247, 4.8338, -4.4815], [-3.3867, 5.2342, -3.5015], [-4.2577, 3.6080, -1.8101], [-3.0580, 1.4909, -1.3389], [3.1162, -1.2630, -4.6340], [5.4973, -1.3113, -5.3704]],
  "mulliken_charge": [-1.36, 0.11, -0.37, -1.23, 0.71, -1.08, -0.12, -0.51, -1.28, -1.54, -0.30, -0.46, -1.31, -2.95, 0.28, 0.42, 0.32, 0.38, -0.21, 0.22, 0.37, 0.45, 0.51, 0.56, 0.52, -0.20, 0.35, 0.38, 0.29, 0.38, 0.29, 0.35, 0.72, 0.47, 0.21, 0.52, 0.33, 0.33, 0.36, 0.33, 0.34, -0.26, 0.45, -0.22, 0.69, -0.34, 0.39, -0.26, -0.62, -0.53, -0.48, 0.84, -0.24, -0.68, 4.52, 0.45, -0.14, -0.76, -0.61, -0.86, -0.55, 0.73, -0.26, -0.87, -0.50, -0.97, -0.17, -0.06, -0.63, 0.49, 0.52, 0.60, 0.33, 0.37, 0.42, 0.47, 0.27, 0.23, 0.42, 0.39, 0.39, 0.31, 0.60, 0.55],
  "s_squared": 0.763,
  "homo_lumo_gap_ha": [0.2205, 0.2139],
  "multiplicity": 2,
  "total_charge": 2
}

---

Entry 2:
{
  "formula": "C36H43CsN6S",
  "method": "the ωB97M-V functional and the def2-TZVPD basis",
  "elements": ["Cs", "C", "C", "C", "C", "C", "C", "C", "N", "N", "C", "C", "C", "C", "C", "C", "N", "C", "C", "C", "C", "C", "C", "N", "H", "H", "H", "H", "H", "H", "H", "H", "H", "H", "H", "H", "H", "H", "H", "H", "H", "H", "H", "H", "C", "C", "C", "C", "C", "C", "C", "C", "C", "C", "H", "H", "H", "H", "H", "H", "H", "H", "H", "H", "H", "H", "H", "H", "H", "N", "C", "S", "N", "C", "C", "C", "C", "C", "C", "H", "H", "H", "H", "H", "H", "H", "H"],
  "xyz": [[-1.1629, 4.9521, 18.1213], [-4.8056, 5.8898, 19.4226], [-4.4745, 4.9835, 20.5510], [-4.9808, 3.5083, 20.3193], [-5.0548, 2.5904, 21.3615], [-5.7496, 1.4111, 21.1389], [-6.3076, 1.1641, 19.8908], [-6.2262, 2.1455, 18.9081], [-5.6204, 3.2754, 19.1264], [-3.7278, 6.7725, 19.0211], [-4.1424, 7.3147, 17.7142], [-3.0904, 8.2494, 17.1841], [-3.3013, 9.6088, 17.0082], [-2.2372, 10.3798, 16.4829], [-1.0473, 9.7006, 16.2350], [-0.9663, 8.3331, 16.3371], [-1.9346, 7.6022, 16.8438], [-3.5210, 7.8441, 20.0407], [-2.0611, 8.3332, 20.0658], [-1.7085, 9.7067, 20.0653], [-0.3931, 10.1047, 20.2896], [0.5740, 9.1514, 20.5369], [0.1000, 7.8105, 20.4618], [-1.1484, 7.4168, 20.3348], [-5.7846, 6.4220, 19.7186], [-5.0462, 5.2758, 18.5255], [-4.8623, 5.2506, 21.5300], [-3.4154, 4.9727, 20.7603], [-4.5175, 2.8173, 22.2436], [-5.8111, 0.6698, 21.9108], [-6.8559, 0.2809, 19.6926], [-6.5113, 1.8960, 17.8878], [-5.0633, 7.8689, 17.6547], [-4.2191, 6.4706, 16.9845], [-4.2344, 10.0791, 17.3407], [-2.2467, 11.4373, 16.4072], [-0.2832, 10.3034, 15.7942], [-0.1008, 7.7258, 15.9328], [-3.5408, 7.4833, 21.0150], [-4.2518, 8.5656, 19.9872], [-2.4872, 10.4583, 19.8673], [-0.1495, 11.2416, 20.2286], [1.6092, 9.3944, 20.7478], [0.7905, 6.9925, 20.5277], [0.2426, 3.0087, 15.6157], [1.5884, 2.7425, 15.8261], [1.8010, 1.4203, 16.3741], [0.4816, 0.8824, 16.4159], [-0.4716, 1.8016, 15.9657], [-1.9626, 1.7115, 15.7556], [0.2345, -0.5875, 16.8002], [3.1729, 0.7945, 16.5673], [2.7169, 3.6694, 15.2850], [-0.3363, 4.2943, 15.0877], [-2.5857, 2.1660, 16.5496], [-2.4005, 0.6976, 15.7183], [-2.2847, 2.1794, 14.8392], [0.4307, -1.3035, 15.9701], [-0.8232, -0.7188, 17.1203], [0.8390, -0.8068, 17.6635], [3.7596, 0.7085, 15.6028], [2.9823, -0.2058, 17.0508], [3.7998, 1.3100, 17.2438], [3.2438, 3.1735, 14.4419], [3.4189, 4.0728, 16.0889], [2.1994, 4.4884, 14.8439], [-0.4341, 4.2766, 14.0096], [0.3022, 5.1832, 15.4585], [-1.3383, 4.4728, 15.3890], [-0.5711, 1.5274, 19.3368], [0.0230, 2.5240, 19.9439], [-0.6997, 3.2846, 21.2835], [1.0704, 3.0572, 19.3180], [1.9588, 4.0534, 19.7599], [2.4974, 4.0272, 21.0284], [3.5529, 4.9057, 21.2877], [3.7994, 5.9681, 20.4294], [3.2052, 6.0539, 19.2214], [2.3441, 5.0124, 18.7959], [-1.5379, 1.3029, 19.6254], [-0.1663, 1.2062, 18.4545], [1.3613, 2.6868, 18.4090], [2.2501, 3.2656, 21.8167], [4.0584, 4.8139, 22.2148], [4.5002, 6.7486, 20.7922], [3.4300, 6.8515, 18.5025], [1.9445, 4.9331, 17.7670]],
  "mulliken_charge": [0.89, -0.90, -0.60, 0.34, -0.70, -0.40, -0.58, -0.40, -0.31, 0.73, -0.88, 0.18, -0.55, -0.65, -0.78, -0.11, 0.16, -1.71, 0.83, -0.67, -0.38, -0.71, -0.16, -0.17, 0.08, 0.68, 0.52, 0.29, 0.48, 0.41, 0.44, 0.39, 0.35, 0.43, 0.41, 0.45, 0.46, 0.24, 0.70, 0.39, 0.40, 0.27, 0.46, 0.52, 0.48, 0.67, -0.01, 0.13, 0.96, -1.37, -1.63, -1.42, -1.71, -1.40, 0.11, 0.39, 0.35, 0.33, 0.28, 0.45, 0.21, 0.39, 0.31, 0.39, 0.18, 0.43, 0.40, 0.05, 0.50, -0.05, -0.07, -0.18, 0.01, -0.08, -0.23, -0.69, -0.35, -1.30, 0.25, 0.26, 0.05, -0.12, 0.38, 0.42, 0.35, 0.43, 0.59],
  "homo_lumo_gap_ha": 0.2095,
  "relative_energy_kj_mol": 47.9,
  "total_charge": 0
}